--- 1 ---
Computed, not measured: 2 unconnected molecules or ions with the total composition C7H13NO2, with ωB97M-V with the def2-TZVPD basis set.

Geometry as ORCA input:
```
! RIJCOSX wB97M-V def2-TZVPD def2/J DEFGRID3
* xyz 0 1
O -2.700 0.489 -1.046
O 1.356 0.237 -0.619
N -0.761 0.063 -2.323
C 0.174 -2.328 -0.167
C -0.539 -1.156 0.484
C -0.140 2.596 -0.162
C -1.745 0.102 -1.591
C 1.434 0.136 1.733
C 0.570 0.299 0.494
C -0.295 1.516 0.591
H -0.578 -1.281 1.567
H 0.735 0.199 -1.418
H 1.245 -2.305 0.025
H 0.631 2.647 -0.917
H -1.606 -1.158 0.277
H 0.066 -2.319 -1.249
H -0.781 0.278 -3.305
H -0.215 -3.273 0.216
H 2.199 0.912 1.723
H 0.843 0.236 2.640
H -1.036 1.490 1.379
H 1.925 -0.835 1.721
H -0.782 3.456 -0.056
*
```

Calculated values
HOMO-LUMO gap ... 9.43 eV
SMILES string ... C=C[C@](C)(O)CC.N=C=O
HOMO ... -8.969 eV
LUMO level ... 0.5 eV

Quick look at the natural (NBO) charges, all values in e:
1. O -0.48
2. O -0.75
3. N -0.85
4. C -0.63
5. C -0.47
6. C -0.41
7. C 0.92
8. C -0.63
9. C 0.29
10. C -0.23
11. H 0.20
12. H 0.50
13. H 0.22
14. H 0.20
15. H 0.21
16. H 0.21
17. H 0.44
18. H 0.21
19. H 0.22
20. H 0.21
21. H 0.21
22. H 0.22
23. H 0.20

=====

--- 2 ---
Computed, not measured: a single C7H13NO2 molecule, with ωB97M-V with the def2-TZVPD basis set.

Geometry as ORCA input:
```
! RIJCOSX wB97M-V def2-TZVPD def2/J DEFGRID3
* xyz 0 1
O -1.003 0.563 -0.859
O -2.435 -0.563 0.546
N -0.188 -0.419 1.095
C -0.622 1.619 -0.005
C 0.097 2.678 -0.871
C -0.936 -1.842 -0.863
C -2.359 -1.028 1.886
C -0.924 -0.756 2.338
C -1.140 -0.577 -0.016
C 0.328 0.948 0.961
H -1.571 -1.808 -1.733
H 0.288 3.594 -0.343
H -0.496 -1.666 2.800
H -1.181 -2.760 -0.307
H 0.428 1.479 1.904
H -1.474 2.055 0.535
H 0.126 -1.906 -1.143
H -0.552 2.933 -1.718
H 1.053 2.321 -1.279
H -2.547 -2.085 1.911
H 1.348 0.902 0.510
H -3.093 -0.519 2.485
H -0.896 0.041 3.080
*
```

Calculated values
HOMO-LUMO gap ... 10.04 eV
SMILES string ... C[C@@H]1CN2CCO[C@@]2(C)O1
HOMO ... -9.014 eV
LUMO level ... 1.0 eV

Quick look at the natural (NBO) charges, all values in e:
1. O -0.52
2. O -0.53
3. N -0.47
4. C 0.07
5. C -0.62
6. C -0.64
7. C -0.09
8. C -0.25
9. C 0.66
10. C -0.23
11. H 0.23
12. H 0.21
13. H 0.20
14. H 0.21
15. H 0.20
16. H 0.17
17. H 0.22
18. H 0.22
19. H 0.21
20. H 0.16
21. H 0.19
22. H 0.19
23. H 0.19

=====

2 is favored, and the nearest alternative lies 1.590 eV above it.